No. 1
Formula: C20H36Cl2DyN4S2Si
Source: the Open Molecules 2025 dataset
Level of theory: wB97M-V/def2-TZVPD

The geometry in XYZ format:
```
66
Properties=species:S:1:pos:R:3
Dy 2.49600 -0.60364 0.19177
C 4.43178 4.80529 0.43029
C 4.45307 4.26336 1.85402
N 4.74424 2.84862 1.93707
C 3.75424 1.89430 1.77055
S 4.23931 0.24489 2.23062
N 2.63982 2.31945 1.28092
N 1.65997 1.33798 1.07322
C 0.39988 1.73601 1.14357
C 0.05195 3.16966 1.47099
C -0.64475 0.81149 1.00544
C -1.85375 1.02722 1.74767
C -2.35193 0.03360 2.53460
C -1.47374 -1.10284 2.76911
C -0.46498 -1.35971 1.93146
N -0.36821 -0.60644 0.68610
H 4.24742 5.88331 0.42983
H 3.64495 4.31430 -0.14551
H 5.39079 4.61935 -0.06110
H 3.50000 4.47406 2.34462
H 5.23531 4.77339 2.41890
H 5.48198 2.54948 2.54875
H 0.90973 3.81052 1.30489
H -0.24935 3.26337 2.51605
H -0.78222 3.50057 0.84998
H -2.31494 2.01006 1.76704
H -3.25675 0.16928 3.11156
H -1.56719 -1.68590 3.67927
H 0.28148 -2.11759 2.14974
Cl 4.64356 1.29892 -1.17044
C 3.55113 1.77382 -2.46426
Cl 1.84773 1.50427 -2.04533
H 3.77094 1.17226 -3.33669
H 3.67285 2.83413 -2.63664
C -0.26025 -0.99764 -2.23340
Si -1.25354 -1.35798 -0.71512
C -3.03990 -0.75217 -1.16850
C -4.13873 -1.25444 -0.22189
C -3.14386 0.78079 -1.27453
C -3.38392 -1.27184 -2.58405
C -1.17342 -3.25564 -0.41812
C -1.70878 -4.01728 -1.64612
C -1.93095 -3.85368 0.78441
C 0.32112 -3.60101 -0.27276
H -0.53936 -1.71231 -3.01344
H 0.82096 -1.10147 -2.12273
H -0.46990 0.00303 -2.63046
H -3.96749 -0.95505 0.81545
H -4.22837 -2.34543 -0.25454
H -5.10950 -0.84329 -0.53763
H -3.16307 1.27114 -0.30557
H -4.08385 1.02205 -1.79427
H -2.32590 1.22309 -1.85451
H -3.40872 -2.35791 -2.66045
H -2.70439 -0.89517 -3.35025
H -4.38966 -0.90586 -2.83300
H -2.79931 -3.98036 -1.70217
H -1.43192 -5.07436 -1.53264
H -1.30024 -3.67694 -2.59919
H -2.98610 -3.56729 0.80612
H -1.50105 -3.57597 1.74353
H -1.88865 -4.94939 0.70334
H 0.92668 -3.34585 -1.14636
H 0.42913 -4.67880 -0.08529
H 0.78187 -3.09758 0.58428
S 3.33073 -1.84219 -1.79820
```

Computed properties:
Net charge   -1
HOMO level (spin up / spin down)   -3.5 / -3.6 eV
ΔE to the lowest compared entry with this formula, charge and spin   0.0 kcal per mole
Multiplicity   6

No. 2
Formula: C14H26N4O5
Source: the Open Molecules 2025 dataset
Level of theory: wB97M-V/def2-TZVPD

The geometry in XYZ format:
```
49
Properties=species:S:1:pos:R:3
C -0.73514 -2.85151 -4.00909
N -0.15576 -1.61769 -3.38000
C 1.13340 -1.26925 -3.42279
O 1.91343 -1.81419 -4.18497
C 1.66375 -0.17679 -2.44244
C 1.35866 1.25859 -2.90821
C -0.13978 1.61830 -2.98430
C -0.88881 1.48470 -1.67462
O -0.76620 2.33361 -0.76843
O -1.52081 0.40318 -1.45684
N 1.20988 -0.37414 -1.05222
C 1.88492 -0.15741 0.08575
O 3.12565 -0.08304 0.15319
C 0.99878 -0.07310 1.32969
C 0.46293 -1.45395 1.72785
C -0.90783 -1.46679 2.46502
C -2.17688 -1.20167 1.55838
C -2.87474 0.12506 1.74058
N -2.08362 1.30123 1.28008
N 1.65320 0.61008 2.47630
C 1.02421 1.40187 3.33402
C 1.93238 2.08393 4.34202
O -0.15855 1.65110 3.30422
H -0.47646 -2.87621 -5.05693
H -0.35202 -3.74438 -3.56156
H -1.81192 -2.80295 -3.94694
H -0.76939 -1.08469 -2.78942
H 2.74420 -0.30733 -2.46006
H 1.83636 1.93328 -2.18512
H 1.79221 1.44210 -3.88333
H -0.63191 1.03794 -3.76729
H -0.16262 2.66260 -3.28891
H 0.23499 -0.53621 -0.95363
H 0.15425 0.51695 1.02099
H 0.39415 -2.06897 0.82788
H 1.19240 -1.89916 2.38450
H -1.06203 -2.44196 2.87737
H -0.90793 -0.79012 3.30660
H -1.88180 -1.25319 0.51163
H -2.88517 -1.99196 1.66758
H -3.77159 0.09903 1.18222
H -3.10238 0.27045 2.82989
H -2.54695 2.17654 1.38789
H -1.20998 1.38904 1.78555
H -1.85710 1.21055 0.29256
H 2.64992 0.57540 2.54894
H 1.31578 2.62306 5.11285
H 2.54483 1.34485 4.82469
H 2.61713 2.78324 3.81888
```

Computed properties:
HOMO level   -9.0 eV
ΔE to the lowest compared entry with this formula, charge and spin   0.0 kcal per mole
Structure (SMILES)   CNC(=O)[C@@H](CCC(=O)[O-])NC(=O)[C@@H](CCCC[NH3+])NC(C)=O

No. 3
Formula: C2H6I2N3
Source: the Open Molecules 2025 dataset
Level of theory: wB97M-V/def2-TZVPD

The geometry in XYZ format:
```
13
Properties=species:S:1:pos:R:3
C 0.60309 0.17868 0.45971
C -3.97003 -0.05014 -0.50983
N 1.74630 0.05075 -0.26322
N -0.51642 -0.00937 -0.09179
N 0.79826 0.53383 1.78717
I -4.46319 -1.38007 -2.01757
I -2.74835 -0.48859 0.94243
H -4.32719 0.95022 -0.71856
H 1.61257 0.01789 -1.23820
H 2.49680 0.60616 -0.01121
H -0.33838 -0.26951 -1.03891
H 1.73179 0.53637 2.27487
H 0.08439 0.63448 2.42177
```

Computed properties:
Net charge   +1
HOMO level (spin up / spin down)   -12.7 / -12.7 eV
ΔE to the lowest compared entry with this formula, charge and spin   48.0 kcal per mole

No. 4
Formula: C7H17NO
Source: the Open Molecules 2025 dataset
Level of theory: wB97M-V/def2-TZVPD

The geometry in XYZ format:
```
26
Properties=species:S:1:pos:R:3
C -0.89796 0.40855 0.85948
C -0.17313 -0.79150 -0.12072
N 0.44215 -1.74276 0.89424
C -0.53080 -2.53186 1.56461
C 1.64441 -1.38412 1.49724
C 2.70829 -0.51736 0.72434
O 1.93692 -1.95209 2.53259
H -0.70428 1.39618 0.49307
H -0.58631 0.10425 1.85266
H -1.85415 -0.06936 0.69715
H -0.99755 -1.39085 -0.43531
H 0.61647 -0.34238 -0.68287
H -1.05635 -3.17647 0.81240
H -0.05070 -3.26005 2.24510
H -1.29185 -2.01811 2.17224
H 3.25190 -0.06610 1.53164
H 2.10617 0.33065 0.27947
H 2.92640 -1.17393 -0.10366
C -1.55487 2.00720 -2.43681
C -0.33127 2.58774 -1.72395
H -2.44507 2.42584 -2.00489
H -1.44781 2.02060 -3.52867
H -1.62662 0.89011 -2.56158
H -0.56678 3.09463 -0.77746
H 0.33174 1.72872 -1.58638
H 0.15103 3.42246 -2.19392
```

Computed properties:
HOMO level   -8.8 eV
ΔE to the lowest compared entry with this formula, charge and spin   74.0 kcal per mole
Structure (SMILES)   CCN(C)C(C)=O.CC

No. 5
Formula: C12H14IN3O2Pt
Source: the Open Molecules 2025 dataset
Level of theory: wB97M-V/def2-TZVPD

The geometry in XYZ format:
```
33
Properties=species:S:1:pos:R:3
C 3.95792 -3.09687 1.58015
C 4.65027 -1.78946 1.62987
H 4.01008 -3.63557 2.53019
H 4.61023 -3.75192 1.03538
H 2.93231 -3.17069 1.22878
H 4.02974 -1.03497 1.07148
H 4.72766 -1.42026 2.65355
H 5.62016 -1.79506 1.17463
C -1.82254 -1.83573 -0.31567
C -2.91653 -2.26252 -1.05624
C -3.83049 -1.29340 -1.50147
C -3.58351 0.06253 -1.27849
H -1.01709 -2.46906 0.07738
H -3.03089 -3.33435 -1.24512
H -4.71787 -1.63048 -2.03454
H -4.29256 0.82964 -1.57379
N -1.66617 -0.52877 -0.06690
C -2.43229 0.46375 -0.58800
C -1.85249 1.77275 -0.39637
N -0.65574 1.72507 0.24722
C 0.17373 2.77858 0.31337
C -1.48129 4.14981 -0.77120
C -0.18291 3.99970 -0.26404
H 1.13900 2.59402 0.79213
H 0.53367 4.82407 -0.25200
C -2.29965 3.02877 -0.83383
H -3.32993 3.10429 -1.15731
H -1.80854 5.12854 -1.12850
Pt 0.01925 -0.08069 0.94322
I 0.38209 -0.53326 3.22920
O 2.31879 -0.79416 -1.31276
N 1.46926 -0.01494 -1.70837
O 0.34631 0.01064 -1.02197
```

Computed properties:
Net charge   +2
HOMO level (spin up / spin down)   -16.0 / -16.1 eV
Multiplicity   5

No. 6
Formula: C25H56BN3O4PS
Source: the Open Molecules 2025 dataset
Level of theory: wB97M-V/def2-TZVPD

The geometry in XYZ format:
```
91
Properties=species:S:1:pos:R:3
N -2.33258 0.42227 1.73371
B -2.28994 1.95264 1.95866
O -2.96793 2.49981 3.15026
P -1.38087 2.96677 0.60123
C -1.70015 4.85005 0.66199
C -1.03436 5.46719 -0.74325
C -0.50252 7.01377 -0.57955
S 1.08353 7.05655 0.45951
C -2.07224 2.35140 -1.08701
C -0.95960 2.27762 -2.28821
C 0.49828 1.73069 -1.77355
C 1.38259 1.29957 -3.08719
O 2.67516 0.75981 -2.55566
H -1.54721 0.11983 1.10589
H -2.26876 -0.08742 2.64401
H -2.30778 2.55643 3.91797
H 0.03040 2.74466 0.78267
H -1.17596 5.42014 1.53882
H -2.83253 5.15263 0.62577
H -1.79509 5.31699 -1.62057
H -0.10634 4.75043 -0.96315
H -0.31549 7.44701 -1.67207
H -1.36732 7.62684 -0.08078
H 2.07963 6.40913 -0.29356
H -2.46942 1.24400 -0.90100
H -3.03770 2.99056 -1.36788
H -0.93113 3.32563 -2.82338
H -1.36863 1.47462 -3.07093
H 0.44076 0.79003 -1.07400
H 1.06186 2.60616 -1.21079
H 1.61599 2.27984 -3.68356
H 0.80375 0.48059 -3.69492
H 2.69308 1.01966 -1.57817
C 0.50614 0.94134 8.82613
C -0.46602 0.62380 7.65612
C -0.94188 -0.84698 7.78117
C 0.14597 -1.85243 7.41878
C 0.70986 -1.56911 6.02981
C 1.17474 -0.10071 5.82770
N 0.18371 0.90835 6.33065
O -0.84521 0.99798 5.37241
C 2.54127 0.12901 6.52370
C 1.51717 0.08368 4.30892
C -1.67345 1.57701 7.93793
H -0.02892 0.95266 9.78510
H 1.29434 0.20192 8.95950
H 0.96978 1.92592 8.70341
H -1.80974 -1.01857 7.13026
H -1.28810 -1.04787 8.80321
H 0.94841 -1.84059 8.16276
H -0.27306 -2.86618 7.44006
H 1.54226 -2.25778 5.83730
H -0.06526 -1.81662 5.29204
H 2.81708 1.19025 6.50850
H 3.34360 -0.41609 6.01044
H 2.57686 -0.22176 7.55375
H 0.67587 -0.16188 3.65318
H 2.33830 -0.57733 4.00810
H 1.83172 1.11360 4.09710
H -1.37086 2.62852 7.85109
H -2.06395 1.43249 8.95397
H -2.51887 1.40709 7.26228
C -0.96978 -4.86851 -5.21542
C -0.93130 -3.56727 -6.06401
C -0.88985 -3.94679 -7.56719
C 0.46102 -4.50877 -7.99731
C 1.59082 -3.54889 -7.63723
C 1.58598 -3.10235 -6.14936
N 0.22650 -2.69908 -5.65692
O -0.02978 -1.40414 -6.14925
C 2.14462 -4.23430 -5.24869
C 2.65479 -1.96627 -5.99157
C -2.30948 -2.90122 -5.74320
H -1.92617 -5.39181 -5.34775
H -0.21422 -5.60128 -5.49463
H -0.86574 -4.65117 -4.14707
H -1.11678 -3.06688 -8.18410
H -1.67179 -4.68292 -7.79408
H 0.63656 -5.48804 -7.54149
H 0.45808 -4.67465 -9.08184
H 2.55003 -4.02026 -7.88606
H 1.50796 -2.66804 -8.28809
H 2.02079 -3.98957 -4.18694
H 3.21874 -4.38171 -5.41851
H 1.69422 -5.20823 -5.43284
H 2.47441 -1.12023 -6.66221
H 3.65865 -2.33483 -6.23262
H 2.68282 -1.59069 -4.96069
H -2.36896 -2.61422 -4.68544
H -3.13948 -3.59232 -5.94115
H -2.50584 -2.01121 -6.35101
```

Computed properties:
Net charge   +1
HOMO level (spin up / spin down)   -10.7 / -11.3 eV
ΔE to the lowest compared entry with this formula, charge and spin   98.0 kcal per mole
Multiplicity   3

No. 7
Formula: C19H40FN2O12P3
Source: the Open Molecules 2025 dataset
Level of theory: wB97M-V/def2-TZVPD

The geometry in XYZ format:
```
77
Properties=species:S:1:pos:R:3
C -6.75235 1.17878 -3.89039
C -6.49771 1.00369 -2.30616
C -5.12564 0.17016 -2.10548
F -4.27439 0.37137 -3.27909
C -4.40149 0.75590 -0.79423
C -3.11201 -0.20825 -0.52646
N -2.13706 -0.86849 -0.22119
C -5.30321 0.61332 0.57177
C -4.25455 0.86433 1.78029
N -3.73105 1.03128 2.85815
P -6.17011 -1.07223 0.63607
P -6.73352 -1.65131 2.65862
O -8.20002 -1.35579 3.01746
O -6.53493 -3.37652 2.75641
O -5.75852 -0.99906 3.89902
P -3.70917 2.52075 -1.01946
O -4.07754 3.16986 -2.35636
O -1.99504 2.44108 -0.83485
O -4.26997 3.60667 0.21182
H -6.70086 0.13887 -4.39729
H -7.80862 1.62867 -4.06609
H -6.01624 1.91715 -4.38242
H -7.41510 0.43496 -1.87885
H -6.47036 2.03192 -1.76683
H -5.30032 -0.97571 -2.06960
H -6.02778 1.51554 0.54071
H -5.15582 -2.03399 0.22935
H -5.65404 -3.47689 3.21130
H -4.95294 -1.57665 4.00097
H -1.77968 2.26146 0.11808
H -3.57272 3.55815 0.92428
C 5.72058 1.96188 -4.70578
O 4.55849 1.45512 -4.07741
C 4.86426 0.74096 -2.88276
C 3.60083 0.51968 -2.05862
O 3.24807 1.65374 -1.26410
C 2.67645 2.74847 -1.97721
C 1.23444 2.47752 -2.38719
O 1.19667 1.69577 -3.57727
C -0.08375 1.13356 -3.80028
H 6.40621 1.14868 -4.96417
H 5.41848 2.47395 -5.62072
H 6.22042 2.68494 -4.05302
H 5.59879 1.29836 -2.28999
H 5.28759 -0.22805 -3.17147
H 3.80123 -0.28185 -1.34159
H 2.76075 0.19497 -2.67614
H 3.29756 3.04201 -2.82517
H 2.67953 3.58638 -1.27326
H 0.72977 3.42858 -2.59795
H 0.71168 1.95807 -1.57743
H -0.34382 0.44385 -2.99069
H -0.04960 0.57076 -4.73534
H -0.84153 1.91874 -3.88784
C 4.71261 -2.56439 6.53684
O 4.52154 -2.06473 5.22692
C 5.74530 -1.98469 4.50084
C 5.46891 -1.78780 3.01441
O 5.17214 -3.01034 2.33627
C 3.87199 -3.55108 2.57985
C 2.76884 -2.79187 1.84903
O 2.40324 -1.62462 2.57947
C 1.64990 -0.72171 1.79138
H 5.39804 -1.92255 7.09929
H 3.74549 -2.57739 7.04197
H 5.09797 -3.58855 6.49999
H 6.33022 -2.89978 4.64946
H 6.30705 -1.12573 4.88578
H 6.38506 -1.41565 2.54714
H 4.69208 -1.04083 2.83832
H 3.67286 -3.63440 3.64966
H 3.90357 -4.56860 2.17836
H 1.87852 -3.42838 1.77079
H 3.11179 -2.51830 0.84587
H 2.24850 -0.36141 0.94855
H 1.38262 0.13414 2.41468
H 0.73141 -1.19648 1.43097
```

Computed properties:
HOMO level   -9.2 eV
ΔE to the lowest compared entry with this formula, charge and spin   95.8 kcal per mole
Structure (SMILES)   CC[C@@H](F)[C@](C#N)([C@H](C#N)PP(=O)(O)O)P(=O)(O)O.COCCOCCOC.COCCOCCOC

No. 8
Formula: CN4O2
Source: the Open Molecules 2025 dataset
Level of theory: wB97M-V/def2-TZVPD

The geometry in XYZ format:
```
7
Properties=species:S:1:pos:R:3
C -1.58842 1.11979 0.55082
N 1.48488 0.42323 0.01410
N -2.59113 0.78774 -0.29464
N 2.41143 -0.18564 0.00960
N -1.67394 -0.11586 0.02010
O 3.35789 -0.80464 -0.09840
O -1.40070 -1.22462 -0.20158
```

Computed properties:
HOMO level   -10.4 eV
ΔE to the lowest compared entry with this formula, charge and spin   144.7 kcal per mole